17
Properties=species:S:1:pos:R:3 method="wB97M-V/def2-TZVPD" orbital_gap_ev=10.224 smiles="C=CCCC=O.O" e_homo_ha=-0.3543 spin_multiplicity=1 de_lowest_ev=3.076
C -1.73253 -0.19966 1.72273
C -1.42542 0.75313 0.83654
C -0.39489 0.45315 -0.26201
C 0.93041 0.59079 0.48626
C 1.53406 -0.77076 0.61405
O 2.04696 -1.21443 1.61271
H -2.43862 0.08799 2.50057
H -1.47608 -1.25120 1.73890
H -1.97520 1.69209 0.77474
H -0.34649 1.21297 -1.03995
H -0.75184 -0.46216 -0.76015
H 0.93839 1.07325 1.46626
H 1.86128 1.10117 0.11410
H 1.35667 -1.36774 -0.29046
O 0.89324 -0.84473 -3.32946
H 1.01890 0.07954 -3.10929
H -0.03884 -0.93339 -3.07554